The following is a quantum chemistry calculation of one molecule with the formula C19H19N3O5 in a non-equilibrium geometry, from the OMol25 dataset.

Element x y z (Å)
H (7.257, 1.864, -1.070)
O (9.739, -0.095, 1.115)
H (-1.321, 2.114, -0.620)
H (-7.577, -0.827, 0.186)
C (0.607, 1.193, -0.475)
C (-5.514, -0.755, 0.912)
H (-4.910, 1.923, 0.197)
N (9.049, 0.603, 0.405)
O (3.328, -2.140, -0.290)
C (0.641, -1.199, -0.742)
O (-4.809, 0.317, 1.492)
H (-5.453, -1.976, -0.885)
H (4.893, 1.223, -1.394)
C (5.522, 0.635, -0.741)
H (-7.587, 1.721, 1.400)
C (-5.047, -1.022, -0.538)
C (-2.928, 0.071, -1.016)
C (-1.450, -0.002, -0.840)
C (6.846, 0.994, -0.580)
H (1.131, 2.124, -0.313)
H (1.191, -2.124, -0.792)
H (-3.131, -1.711, -0.048)
C (5.868, -1.281, 0.683)
N (2.708, 0.060, -0.355)
H (-5.303, -1.635, 1.530)
C (1.321, -0.005, -0.519)
H (-7.408, -0.561, 1.929)
H (-5.329, 2.233, 1.900)
H (3.067, 0.998, -0.237)
C (-0.761, 1.192, -0.641)
H (7.859, -1.511, 1.468)
C (-6.899, 1.189, 0.746)
C (7.668, 0.219, 0.228)
H (5.468, -2.169, 1.146)
H (-7.129, 1.460, -0.283)
C (3.605, -0.961, -0.263)
N (-3.609, -1.039, -0.629)
C (5.023, -0.497, -0.100)
C (-6.986, -0.329, 0.951)
C (7.190, -0.924, 0.859)
H (-1.236, -2.127, -1.094)
C (-0.732, -1.192, -0.896)
O (-3.474, 1.043, -1.505)
O (9.430, 1.603, -0.165)
C (-5.430, 1.524, 1.076)
H (-5.387, -0.218, -1.193)

- energy relative to the best compared isomer or geometry (same formula, charge and spin) (eV) = 3.024
- DFT total energy (a.u.) = -1275.846680
- SMILES string = O=C(NC[C@@H]1CCCO1)c1ccc(NC(=O)c2ccc([N+](=O)[O-])cc2)cc1

Mulliken population analysis, charges in e, atoms 1 to 8:
1. H 0.481
2. O -0.606
3. H 0.434
4. H 0.319
5. C -0.612
6. C 0.382
7. H 0.153
8. N 0.987

=====

The following is a quantum chemistry calculation of one molecule with the formula C19H19N3O8S in a non-equilibrium geometry, from the OMol25 dataset.

Element x y z (Å)
H (-4.714, 3.102, -2.811)
N (3.547, -7.065, -1.321)
O (-1.960, 5.011, -1.320)
H (-1.187, -0.050, 2.570)
H (-1.505, 6.999, -0.596)
H (-1.570, 2.314, -1.432)
C (1.240, -3.860, 1.317)
C (-0.984, 6.845, 1.732)
C (3.876, -6.046, -0.210)
O (-3.441, 3.855, -4.419)
O (-1.933, 5.903, 1.151)
H (-0.283, 6.277, 2.309)
H (-1.364, 7.675, 2.304)
H (0.625, -7.127, -1.676)
C (1.206, -7.283, -0.779)
N (-1.160, 2.536, 1.892)
H (2.360, -8.850, -1.802)
C (-1.447, 2.744, -0.439)
H (2.867, -8.509, -0.117)
C (-1.630, 4.097, -0.329)
H (-1.618, 5.611, -3.267)
C (2.519, -8.020, -1.063)
O (1.666, -1.921, 2.454)
C (-0.168, 7.416, 0.699)
C (-0.469, -0.274, 1.711)
H (3.613, -6.712, -2.240)
C (2.528, -5.629, 0.366)
H (-0.957, -2.237, 0.921)
C (-3.094, 3.902, -3.256)
C (-1.603, 4.617, 1.044)
C (-1.829, 4.628, -2.731)
C (2.476, -4.440, 1.151)
C (-1.005, 0.490, 0.577)
H (0.428, 0.164, 2.034)
C (0.852, -2.500, 1.749)
N (-0.291, -1.722, 1.398)
H (-1.076, 3.914, -3.046)
H (4.320, -5.129, -0.722)
O (-1.056, -0.022, -0.541)
H (-1.409, 4.206, 3.105)
H (4.732, -6.373, 0.525)
O (0.900, 7.842, 0.993)
H (3.403, -4.000, 1.553)
C (-1.344, 3.811, 2.111)
C (1.278, -6.118, 0.091)
S (-0.025, -5.083, 0.672)
H (0.569, -7.936, -0.152)
O (-3.887, 3.351, -2.335)
C (-1.193, 1.947, 0.696)
O (-0.805, 7.649, -0.517)

- energy relative to the best compared isomer or geometry (same formula, charge and spin) (eV) = 2.636
- DFT total energy (a.u.) = -1899.711011
- SMILES string = O=C(O)COc1cnc(C(=O)CNC(=O)c2cc3c(s2)CCNC3)cc1OCC(=O)O

Mulliken population analysis, charges in e, atoms 1 to 8:
1. H 0.348
2. N -0.300
3. O -0.411
4. H 0.301
5. H 0.396
6. H 0.590
7. C -0.102
8. C -0.264

=====

The following is a quantum chemistry calculation of one molecule with the formula C19H19N3OS in a non-equilibrium geometry, from the OMol25 dataset.

Element x y z (Å)
N (-0.788, -1.222, 0.752)
S (-2.040, -1.693, 2.961)
H (-5.317, -1.209, -0.388)
H (7.890, 2.977, 0.721)
C (1.277, -0.116, 1.410)
H (2.020, 0.069, 3.417)
H (-1.787, -2.181, -1.314)
H (-3.577, -3.187, -2.731)
H (4.972, 1.745, -0.766)
O (6.047, 2.024, 2.175)
C (-3.596, -3.308, -1.651)
C (2.769, 0.701, -0.297)
C (3.418, 0.829, 2.013)
H (4.138, 1.103, 2.766)
C (7.072, 2.638, 0.092)
C (3.707, 1.062, 0.671)
C (-2.682, 0.132, -2.017)
C (-2.832, -2.163, -0.991)
N (-2.803, -2.375, 0.448)
C (-5.256, 0.752, -1.222)
C (-3.216, 1.375, -2.309)
H (-0.096, -0.613, 3.956)
N (4.903, 1.642, 0.237)
C (-4.505, 1.687, -1.913)
H (7.439, 1.872, -0.588)
H (-1.673, -0.107, -2.320)
H (-4.923, 2.657, -2.139)
H (-4.633, -3.319, -1.324)
H (2.985, 0.879, -1.342)
H (-3.691, -2.546, 0.895)
H (6.698, 3.477, -0.492)
C (0.009, -0.739, 1.757)
C (1.575, 0.121, 0.068)
C (5.971, 2.075, 0.970)
C (-1.869, -1.750, 1.195)
H (-6.261, 0.990, -0.906)
C (-0.503, -0.904, 3.010)
C (2.219, 0.248, 2.372)
H (-2.624, 2.103, -2.843)
C (-3.429, -0.814, -1.330)
H (-3.138, -4.259, -1.393)
H (0.849, -0.160, -0.678)
C (-4.720, -0.490, -0.931)

- energy relative to the best compared isomer or geometry (same formula, charge and spin) (eV) = 0.589
- DFT total energy (a.u.) = -1373.162875
- SMILES string = CC(=O)Nc1ccc(-c2csc(N[C@@H](C)c3ccccc3)n2)cc1

Mulliken population analysis, charges in e, atoms 1 to 8:
1. N -0.328
2. S -0.279
3. H 0.288
4. H 0.354
5. C 0.769
6. H 0.240
7. H 0.509
8. H 0.370

=====

The following is a quantum chemistry calculation of C19H19N6O5PdS2 as an isolated structure, from the OMol25 dataset.

Element x y z (Å)
H (2.664, -5.031, 2.189)
O (0.237, -2.447, -2.037)
C (-2.951, 0.807, -1.660)
N (-4.184, 1.657, 0.072)
N (-3.000, 1.493, -0.585)
C (1.553, -3.676, 0.956)
O (0.475, 2.075, 2.655)
H (2.364, -2.971, 0.828)
S (0.133, -1.945, -0.670)
C (0.652, -5.714, 1.898)
C (0.334, -3.400, 0.357)
C (-0.567, -5.419, 1.298)
H (1.586, -7.618, 2.296)
H (-3.846, 0.339, -2.055)
H (1.871, 0.406, -3.704)
H (-0.102, -7.518, 2.801)
C (0.595, 1.175, -2.173)
C (-1.473, -0.008, -3.496)
C (1.059, 2.771, 1.844)
O (-1.195, -1.441, -0.342)
H (2.881, 3.054, 3.026)
H (2.267, 5.677, -1.632)
N (-5.156, 2.620, 1.884)
Pd (-1.276, 2.252, 0.041)
H (-5.934, 2.008, 1.700)
N (0.502, 3.075, 0.611)
C (0.853, 0.497, -3.355)
N (2.339, 4.441, 0.022)
C (-0.729, -4.272, 0.534)
H (-1.683, -4.033, 0.081)
C (2.395, 3.310, 2.098)
N (-0.628, 1.286, -1.681)
C (2.966, 4.109, 1.195)
C (-4.028, 2.374, 1.155)
O (1.225, -1.059, -0.291)
S (-2.546, 3.052, 1.758)
C (0.831, -6.958, 2.729)
C (1.708, -4.825, 1.718)
C (-0.195, -0.099, -4.024)
H (3.946, 4.548, 1.335)
H (1.155, -6.713, 3.743)
C (1.081, 3.908, -0.298)
O (0.560, 4.207, -1.368)
H (1.386, 1.623, -1.592)
C (3.013, 5.276, -0.954)
H (3.741, 4.702, -1.534)
H (-5.013, 2.894, 2.840)
H (-2.313, -0.503, -3.963)
H (3.527, 6.091, -0.444)
H (-0.018, -0.669, -4.926)
H (-1.405, -6.094, 1.437)
C (-1.653, 0.683, -2.316)

- energy relative to the best compared isomer or geometry (same formula, charge and spin) (eV) = 0.604
- DFT total energy (a.u.) = -2364.603339
- charge = -1

Mulliken population analysis, charges in e, atoms 1 to 8:
1. H 0.329
2. O -0.738
3. C -0.694
4. N -1.414
5. N 0.762
6. C -0.374
7. O -0.627
8. H 0.430

=====

The following is a quantum chemistry calculation of one molecule with the formula C19H19NO3, from the OMol25 dataset.

Element x y z (Å)
H (1.312, 3.378, -1.197)
H (-1.223, 0.806, -1.731)
H (2.367, 2.271, -3.855)
C (0.310, -1.950, -2.599)
C (1.268, -1.606, 1.741)
C (1.969, 3.067, -3.230)
H (2.583, -2.131, 4.172)
H (-0.513, -2.647, -2.661)
C (2.412, -0.149, -2.494)
H (2.694, 2.275, -1.340)
C (0.198, -1.454, 0.893)
H (0.174, -2.014, -0.027)
H (3.441, -0.847, 3.331)
O (-3.685, 1.981, 2.520)
C (2.517, -1.091, 3.854)
C (-2.000, -0.332, 0.371)
H (-3.126, -0.809, -1.379)
H (2.067, -2.282, 1.473)
C (-2.098, -0.914, -1.017)
C (1.343, -0.903, 2.947)
H (0.320, 0.509, 4.203)
C (1.589, -2.362, -2.930)
C (-2.948, 0.527, 0.811)
H (2.668, 3.898, -3.227)
H (-3.826, 0.752, 0.226)
N (-1.217, -0.190, -1.917)
C (0.064, -0.640, -2.201)
C (1.746, 2.577, -1.803)
H (2.435, -0.461, 4.735)
O (0.800, 1.533, -1.724)
C (-0.777, 0.118, 2.426)
C (-0.849, -0.578, 1.206)
C (2.637, -1.465, -2.875)
C (1.139, 0.273, -2.155)
H (1.026, 3.399, -3.658)
C (0.311, -0.048, 3.280)
H (-1.836, -1.972, -1.021)
H (3.249, 0.530, -2.452)
H (1.761, -3.383, -3.236)
O (-1.742, 0.973, 2.833)
C (-2.861, 1.215, 2.084)
H (3.638, -1.777, -3.131)

- energy relative to the best compared isomer or geometry (same formula, charge and spin) (eV) = 0.943
- DFT total energy (a.u.) = -1015.905744
- SMILES string = CCOc1ccccc1NCc1cc(=O)oc2cc(C)ccc12

Mulliken population analysis, charges in e, atoms 1 to 8:
1. H 0.364
2. H 0.380
3. H 0.341
4. C -0.202
5. C -1.083
6. C -1.090
7. H 0.329
8. H 0.469

=====

The following is a quantum chemistry calculation of C19H20AlN2O3PS3 as an isolated structure, from the OMol25 dataset.

Element x y z (Å)
H (1.302, -0.899, 2.301)
N (1.520, -2.014, -0.310)
O (-3.839, -0.270, 1.780)
C (-0.350, 0.207, -3.231)
C (1.254, 2.057, -0.417)
H (2.782, 4.382, 1.534)
O (3.142, -3.940, -0.240)
H (1.796, 4.093, -0.720)
C (-1.973, 1.861, 3.379)
O (-1.670, 0.616, 2.717)
C (1.779, 1.112, 1.728)
H (-3.176, -1.269, 3.474)
C (-3.956, -1.351, 2.713)
C (1.801, 3.266, -0.024)
C (2.357, 3.433, 1.231)
H (-5.474, -2.113, 4.026)
H (-5.461, -0.347, 3.877)
S (-2.564, 1.717, 0.091)
H (-0.988, 3.704, 3.853)
H (0.093, 2.298, 3.779)
N (1.230, 0.977, 0.463)
P (-2.381, 0.252, 1.324)
C (-5.333, -1.282, 3.332)
H (0.991, 3.762, -2.586)
C (-0.773, 2.774, 3.320)
C (0.194, 0.490, -1.980)
H (-0.849, 0.925, -5.196)
C (0.073, 2.445, -3.984)
C (2.276, 0.152, 3.894)
C (0.623, 2.758, -2.755)
S (-1.378, -1.441, 0.775)
H (-6.100, -1.337, 2.560)
C (-0.416, 1.165, -4.232)
H (3.268, 1.439, 5.306)
H (-2.846, 2.323, 2.913)
C (2.896, 2.421, 3.436)
H (-0.747, -0.784, -3.431)
Al (0.418, -0.526, -0.332)
H (3.341, 3.360, 3.746)
H (0.022, 3.204, -4.756)
C (2.853, 1.348, 4.310)
H (2.236, -0.697, 4.566)
C (2.365, 2.333, 2.144)
C (0.689, 1.789, -1.745)
C (1.749, 0.036, 2.618)
H (-2.224, 1.598, 4.409)
H (-0.532, 3.013, 2.284)
S (2.225, -3.100, -0.996)
H (-3.808, -2.292, 2.177)

- energy relative to the best compared isomer or geometry (same formula, charge and spin) (eV) = 0.000
- DFT total energy (a.u.) = -2849.906642
- multiplicity = 2
- charge = -1

Mulliken population analysis, charges in e, atoms 1 to 8:
1. H 0.254
2. N -0.026
3. O -0.298
4. C -0.344
5. C 0.764
6. H 0.333
7. O -0.508
8. H 0.317